Molecular formula: C9H10FNO2
Method: DFT, ωB97M-V/def2-TZVPD

Positions of all 23 atoms, in Å:
C1 0.490 1.143 -1.827
C2 0.305 -0.152 -2.182
C3 0.113 1.251 -0.425
C4 -0.317 -0.080 -0.085
C5 0.100 2.322 0.359
C6 0.078 -1.314 1.823
C7 -0.245 2.262 1.718
C8 -0.059 -2.701 1.314
C9 0.221 -0.738 -3.550
N1 -0.280 0.141 -4.562
O1 -0.583 1.254 -4.448
O2 -0.147 -0.901 -1.027
F1 -0.856 -1.151 2.712
H1 0.805 1.940 -2.476
H2 0.383 3.265 -0.085
H3 -0.555 1.151 1.896
H4 -0.972 3.064 2.123
H5 0.772 2.532 2.393
H6 -1.043 -2.863 0.806
H7 0.772 -2.818 0.572
H8 0.072 -3.388 2.201
H9 -0.484 -1.660 -3.594
H10 1.209 -0.983 -3.912

Force components x, y, z for each atom (eV/Å):
C -0.13 -1.18 -0.43
C 0.18 1.30 0.00
C 0.45 -0.95 -1.61
C -1.12 -0.31 5.07
C 0.34 1.09 -1.65
C 1.59 0.73 -1.36
C 0.55 -0.50 4.92
C 0.38 -0.58 -0.94
C -0.63 -0.89 2.56
N -0.30 -2.78 -4.01
O -0.35 2.58 1.73
O 0.40 -0.26 -3.05
F -1.60 0.63 1.19
H 0.01 -0.03 -0.04
H 0.15 0.24 -0.09
H 0.39 2.31 0.47
H 0.88 -1.40 -0.92
H -2.46 -0.95 -1.68
H 0.66 -0.15 0.51
H -0.80 -0.41 0.64
H -0.15 0.60 -0.99
H 1.37 1.41 0.04
H 0.19 -0.52 -0.36

* HOMO-LUMO gap (spin up / spin down): 6.42 / 6.42 eV
* ΔE to the lowest compared entry with this formula, charge and spin: 197.04 kcal/mol
* total energy: -653.681434 a.u.
* 2S+1: 1

Molecular formula: C9H10FO3P
Method: DFT, ωB97M-V/def2-TZVPD

Positions of all 24 atoms, in Å:
C1 -0.766 -1.405 1.294
C2 -0.626 0.027 1.563
F1 0.624 0.239 2.249
C3 -0.327 1.334 0.297
C4 0.364 0.611 -0.695
C5 1.812 0.666 -0.701
C6 2.634 0.037 -1.650
C7 2.019 -0.768 -2.634
C8 0.665 -0.860 -2.621
C9 -0.150 -0.118 -1.770
P1 -2.229 0.657 2.572
O1 -1.911 2.143 2.877
O2 -3.264 0.449 1.490
O3 -2.321 -0.364 3.685
H1 -0.233 -1.653 0.278
H2 -0.389 -2.036 2.213
H3 -1.912 -1.543 1.173
H4 0.126 2.125 0.892
H5 -1.354 1.615 -0.026
H6 2.138 1.319 0.022
H7 3.619 0.218 -1.710
H8 2.658 -1.163 -3.376
H9 0.141 -1.364 -3.529
H10 -1.321 -0.166 -1.889

Force components x, y, z for each atom (eV/Å):
C -0.58 -1.86 -1.47
C 0.15 4.00 0.97
F -0.07 -0.43 0.08
C -3.55 -2.06 1.94
C 3.53 -0.21 -2.12
C -1.32 -1.38 -1.79
C -4.78 -0.28 0.62
C 1.24 1.09 1.48
C -2.39 -0.42 -2.64
C -2.89 -0.52 0.49
P 1.07 1.24 -0.41
O -0.16 -1.46 0.07
O -0.45 -0.03 -0.71
O 0.29 0.18 0.49
H -0.72 -0.29 1.81
H -0.66 1.35 -1.94
H 1.91 -0.12 0.12
H 0.20 -0.37 -0.20
H 0.59 -0.15 0.43
H 1.47 1.24 1.58
H 3.50 0.57 0.10
H 0.26 -0.74 -0.85
H 0.90 0.60 1.76
H 2.44 0.05 0.20

* HOMO-LUMO gap: 5.06 eV
* ΔE to the lowest compared entry with this formula, charge and spin: 0.00 kcal/mol
* total energy: -1015.889552 a.u.
* 2S+1: 1
* total charge: -2
* SMILES: C[C@@](F)(Cc1ccccc1)P(=O)([O-])[O-]

Molecular formula: C9H10N
Method: DFT, ωB97M-V/def2-TZVPD

Positions of all 20 atoms, in Å:
C1 1.488 1.376 0.861
N1 1.017 0.992 -0.471
C2 1.484 -0.321 -0.918
C3 0.671 -1.429 -0.175
C4 -0.738 -0.949 -0.105
C5 -1.930 -1.298 0.251
C6 -3.023 -0.258 0.364
C7 -2.636 0.958 -0.111
C8 -1.425 1.485 -0.392
C9 -0.359 0.772 -0.467
H1 1.156 0.563 1.513
H2 2.635 1.496 0.921
H3 1.075 2.326 1.294
H4 1.337 1.631 -1.165
H5 2.520 -0.348 -0.754
H6 1.351 -0.135 -1.937
H7 1.122 -1.452 0.862
H8 0.628 -2.543 -0.547
H9 -2.323 -2.232 0.466
H10 -4.048 -0.634 0.509

Force components x, y, z for each atom (eV/Å):
C 1.91 0.92 2.30
N 0.52 0.27 1.18
C 0.29 -1.67 0.44
C 0.13 -2.00 0.29
C 4.51 4.92 -1.12
C -2.24 2.67 0.09
C -0.16 0.93 -1.73
C 3.73 -0.15 0.01
C -5.88 -0.38 1.14
C -3.27 -4.34 1.15
H 0.30 0.28 0.10
H -1.82 -0.47 -0.45
H -0.04 -0.86 -1.06
H 0.02 1.06 -0.66
H 1.49 -0.43 0.38
H -0.45 -1.30 -2.05
H -0.59 -0.34 -0.95
H 0.96 2.31 0.21
H -0.08 -1.93 0.38
H 0.66 0.51 0.35

* HOMO-LUMO gap (spin up / spin down): 8.72 / 8.72 eV
* ΔE to the lowest compared entry with this formula, charge and spin: 144.06 kcal/mol
* total energy: -403.211191 a.u.
* 2S+1: 1
* total charge: +1
* SMILES: C[N@H+]1CCc2ccc#cc21

Molecular formula: C9H10N2O
Method: DFT, ωB97M-V/def2-TZVPD

Positions of all 22 atoms, in Å:
C1 0.336 1.174 1.245
C2 -0.978 1.352 0.536
C3 -1.932 0.193 0.462
N1 -2.466 -0.276 1.731
N2 -1.387 2.457 0.028
O1 -0.557 3.545 0.111
H1 1.181 1.362 0.574
H2 0.446 1.836 2.119
H3 0.453 0.144 1.608
H4 -1.434 -0.626 -0.020
H5 -2.747 0.492 -0.184
H6 -2.919 0.494 2.214
H7 -1.721 -0.603 2.336
H8 0.279 3.313 0.562
C4 3.966 -4.036 -2.050
C5 3.107 -3.215 -1.902
C6 2.100 -2.261 -1.731
C7 1.251 -1.454 -1.584
C8 0.239 -0.489 -1.412
C9 -0.627 0.333 -1.262
H9 4.739 -4.767 -2.178
H10 -1.328 1.032 -1.202

Force components x, y, z for each atom (eV/Å):
C 0.25 -0.04 0.49
C 0.03 1.69 2.42
C -1.40 -0.36 2.04
N -0.07 0.48 0.28
N -0.04 -0.17 1.15
O 0.45 0.24 0.06
H -0.11 0.02 0.02
H -0.16 -0.13 -0.25
H -0.10 0.25 -0.16
H -0.54 -0.58 0.67
H -0.41 -0.02 0.01
H -0.05 -0.11 0.08
H -0.05 -0.07 -0.01
H -0.37 -0.04 -0.11
C 0.43 -0.39 -0.06
C -0.86 0.79 0.13
C 2.61 -2.48 -0.42
C -3.02 2.90 0.62
C 1.62 -0.86 -0.84
C 4.08 -3.12 -4.36
H -0.25 0.23 0.03
H -2.04 1.76 -1.81

* HOMO-LUMO gap: 9.02 eV
* ΔE to the lowest compared entry with this formula, charge and spin: 253.42 kcal/mol
* total energy: -533.340502 a.u.
* 2S+1: 1
* SMILES: C/C(CN)=N\O.C#CC#CC#C

Molecular formula: C9H10N2O2
Method: DFT, ωB97M-V/def2-TZVPD

Positions of all 23 atoms, in Å:
C1 0.786 -1.495 -2.576
C2 1.378 -2.135 -1.478
C3 -0.019 -0.419 -2.308
C4 1.072 -1.749 -0.181
C5 -0.361 -0.076 -1.040
C6 0.132 -0.732 0.035
C7 -1.006 1.221 -0.605
C8 -0.199 -0.065 1.324
C9 -0.519 1.414 0.831
N1 -1.397 2.003 1.754
N2 0.781 0.017 2.336
O1 0.539 -0.430 3.440
O2 1.870 0.395 1.995
H1 1.038 -1.930 -3.542
H2 2.153 -2.940 -1.750
H3 -0.570 -0.015 -3.035
H4 1.732 -2.098 0.627
H5 -0.731 2.015 -1.229
H6 -2.138 1.198 -0.862
H7 -1.244 -0.864 1.975
H8 0.438 1.982 0.767
H9 -1.365 2.981 1.888
H10 -2.368 1.723 1.634

Force components x, y, z for each atom (eV/Å):
C 0.71 -1.07 0.94
C 1.11 -1.08 -0.83
C 0.54 -2.12 0.54
C 0.80 -0.15 0.33
C -0.26 1.92 0.76
C 2.34 -1.38 0.95
C -2.31 -1.42 -0.91
C -4.80 -1.37 -0.34
C -0.45 -1.02 -0.07
N -1.27 0.02 0.99
N 1.31 -2.03 1.53
O -0.33 0.36 0.25
O 1.21 1.01 -0.32
H -0.35 0.66 -0.07
H -1.25 1.26 0.97
H -1.58 2.04 -3.15
H -0.73 -0.12 -0.17
H 0.91 1.27 -0.90
H 1.36 -0.15 1.37
H 2.93 3.05 -2.09
H -0.54 -0.64 0.32
H 0.29 1.01 -0.10
H 0.34 -0.03 0.01

* HOMO-LUMO gap: 9.77 eV
* ΔE to the lowest compared entry with this formula, charge and spin: 120.43 kcal/mol
* total energy: -608.770796 a.u.
* 2S+1: 1

Molecular formula: C9H10N2O2
Method: DFT, ωB97M-V/def2-TZVPD

Positions of all 23 atoms, in Å:
C1 1.727 -1.101 1.418
C2 -1.453 0.377 0.371
C3 0.874 1.000 -0.069
C4 -0.304 1.284 0.442
C5 -1.514 -0.942 0.572
C6 1.344 -1.310 0.142
C7 1.304 -0.180 -0.836
C8 -0.672 2.643 0.908
C9 0.406 -0.549 -2.122
N1 2.129 -1.072 2.525
N2 -1.512 -2.279 0.781
O1 -1.904 -2.799 1.868
O2 -1.111 -2.920 -0.248
H1 -2.335 0.848 0.223
H2 1.621 1.953 -0.176
H3 0.922 -2.240 -0.137
H4 2.285 0.085 -1.409
H5 -1.064 3.109 -0.015
H6 0.133 3.391 1.160
H7 -1.409 2.612 1.742
H8 0.749 -1.513 -2.570
H9 0.352 0.267 -2.808
H10 -0.569 -0.662 -1.762

Force components x, y, z for each atom (eV/Å):
C 1.50 -0.48 3.36
C 2.09 -3.99 1.31
C 2.38 3.93 -1.48
C 0.26 -0.30 0.28
C 0.50 1.82 0.46
C -0.28 0.71 -1.92
C 0.90 -0.66 -2.75
C -0.14 1.74 0.03
C 1.37 -0.56 1.53
N -0.68 0.24 -1.48
N -0.28 -1.13 -0.30
O 0.85 1.27 -2.14
O -0.76 0.29 1.60
H -3.06 1.41 -0.56
H -1.72 -2.41 0.71
H -0.04 -0.88 -0.15
H -1.02 -0.72 1.72
H -0.70 0.08 0.61
H -0.34 -1.41 0.05
H 0.40 0.23 -0.76
H -0.18 0.96 0.24
H 0.50 0.45 -0.62
H -1.56 -0.58 0.25

* HOMO-LUMO gap (spin up / spin down): 8.43 / 6.48 eV
* ΔE to the lowest compared entry with this formula, charge and spin: 232.66 kcal/mol
* total energy: -608.591944 a.u.
* 2S+1: 1